Here is a cluster of 2 separate species, CH2FO3S2 in total from the OMol25 dataset. Energies are from ωB97M-V with the def2-TZVPD basis set.

```
9
Properties=species:S:1:pos:R:3:nbo_charge:R:1
C 1.94 0.66 0.64 0.14
O -0.65 -1.67 0.09 -1.02
O -1.96 -0.88 -1.82 -0.99
O -2.80 -0.50 0.38 -1.01
F 2.61 0.62 -0.48 -0.31
S -0.60 1.26 -0.24 -0.52
S -1.61 -0.72 -0.44 2.31
H 1.56 -0.32 1.01 0.21
H 1.50 1.55 0.87 0.18
```

Results
HOMO level (spin up / spin down) (eV): -4.7 / -4.7
E_LUMO (spin up / spin down) (eV): 1.9 / 1.9
Charge: -1
Gap between HOMO and LUMO (spin up / spin down) (eV): 6.608 / 6.613

***

Here is a structure of composition CH2FO3S3 from the OMol25 dataset. Energies are from ωB97M-V with the def2-TZVPD basis set.

```
10
Properties=species:S:1:pos:R:3:nbo_charge:R:1
C 1.36 -0.45 0.25 -0.09
O 0.59 -0.89 -2.30 -0.94
O -0.69 0.85 -0.95 -0.88
O 1.55 1.31 -1.77 -0.94
F 1.75 -1.81 0.12 -0.37
S -0.85 -1.27 0.88 -0.52
S 2.19 0.71 1.05 -0.08
S 0.71 0.22 -1.33 2.24
H -1.05 -2.34 0.15 0.13
H -0.78 0.21 -0.27 0.46
```

Results
HOMO level (eV): -4.8
E_LUMO (eV): 3.1
Charge: -1
Gap between HOMO and LUMO (eV): 7.853

***

Here is the molecule CH2I2O from the OMol25 dataset. Energies are from ωB97M-V with the def2-TZVPD basis set.

```
6
Properties=species:S:1:pos:R:3:nbo_charge:R:1
O 0.38 -1.08 0.31 -0.67
C -0.19 -0.11 -0.37 0.04
I 1.60 1.82 -0.05 -0.23
I -2.11 0.51 0.30 0.17
H 0.49 -0.87 1.25 0.50
H -0.17 -0.28 -1.44 0.20
```

Results
HOMO level (eV): -9.2
E_LUMO (eV): -1.4
SMILES string: OC(I)I
Charge: 0
Gap between HOMO and LUMO (eV): 7.789

***

Here is a structure of composition CH2I2O2 from the OMol25 dataset. Energies are from ωB97M-V with the def2-TZVPD basis set.

```
7
Properties=species:S:1:pos:R:3:nbo_charge:R:1
C -0.23 -0.21 -0.09 0.26
O 1.08 0.43 0.45 -0.76
O -0.80 0.71 -0.90 -0.73
I 0.65 -1.90 -1.17 0.10
I -1.35 -0.78 1.69 0.15
H 0.76 0.49 1.36 0.47
H -0.12 1.26 -1.35 0.51
```

Results
HOMO level (eV): -9.6
E_LUMO (eV): -0.8
Charge: 0
Gap between HOMO and LUMO (eV): 8.828

***

Calculated largest force on an atom, 4.4, 4.5, 1.9, 3.8 eV Å⁻¹ (same order as the records).
Calculated ΔE to the lowest compared entry with this formula, charge and spin, 68.4, 49.3, 13.6, 25.2 kcal per mole (same order as the records).